Below is a cluster of 16 separate species, C25H10Cl60O3 in total, with properties calculated with ωB97M-V with the def2-TZVPD basis set.

```
98
Properties=species:S:1:pos:R:3
C -4.47 0.82 -4.36
C -3.37 0.45 -4.12
C -2.08 0.01 -3.74
C -1.91 0.29 -2.29
C -2.12 -0.47 -1.24
C -2.60 -1.87 -1.15
C -1.66 -2.70 -0.27
C -1.88 -2.60 1.23
C -1.80 0.43 -0.08
O -2.10 0.41 1.07
O -1.09 1.50 -0.55
C -1.45 1.63 -1.87
O -1.41 2.63 -2.48
H -5.40 1.26 -4.24
H -1.98 -1.03 -3.94
H -1.31 0.52 -4.29
H -2.60 -2.31 -2.13
H -3.60 -1.87 -0.78
H -0.65 -2.39 -0.48
H -1.76 -3.73 -0.58
H -1.18 -1.90 1.65
H -2.88 -2.31 1.44
H -1.70 -3.55 1.68
C -4.03 5.32 -4.44
Cl -4.76 6.03 -5.88
Cl -5.07 5.61 -3.05
Cl -3.86 3.57 -4.63
Cl -2.43 6.04 -4.18
C 2.09 -0.98 4.41
Cl 3.60 -1.15 3.51
Cl 2.37 -0.06 5.90
Cl 0.90 -0.12 3.43
Cl 1.46 -2.58 4.82
C -3.02 5.04 0.79
Cl -2.56 5.23 -0.89
Cl -2.13 6.17 1.82
Cl -4.76 5.35 0.96
Cl -2.66 3.39 1.28
C 0.67 4.04 4.23
Cl 2.41 3.71 4.16
Cl -0.17 2.96 3.12
Cl 0.09 3.77 5.87
Cl 0.37 5.71 3.75
C 0.96 4.50 -5.81
Cl 2.47 3.64 -5.45
Cl 1.22 5.48 -7.27
Cl -0.33 3.34 -6.05
Cl 0.57 5.56 -4.46
C 7.16 -0.16 5.70
Cl 7.67 0.08 4.02
Cl 7.96 1.02 6.73
Cl 5.41 0.02 5.81
Cl 7.61 -1.79 6.21
C -6.41 -0.73 1.32
Cl -6.87 -1.59 2.80
Cl -7.38 0.74 1.17
Cl -4.70 -0.31 1.39
Cl -6.71 -1.78 -0.08
C 5.15 -4.51 1.99
Cl 4.92 -5.92 3.01
Cl 3.58 -3.84 1.55
Cl 6.10 -3.31 2.87
Cl 6.02 -4.98 0.52
C 4.18 -6.84 6.88
Cl 5.82 -6.20 7.08
Cl 4.24 -8.30 5.87
Cl 3.51 -7.24 8.46
Cl 3.19 -5.63 6.08
C 2.27 5.46 -0.66
Cl 1.87 4.47 0.75
Cl 1.01 6.68 -0.89
Cl 3.82 6.26 -0.40
Cl 2.36 4.43 -2.09
C -3.43 -4.57 -4.50
Cl -2.82 -5.33 -3.02
Cl -2.41 -5.04 -5.86
Cl -5.08 -5.09 -4.80
Cl -3.39 -2.81 -4.32
C 1.28 8.95 -9.55
Cl 0.82 9.89 -10.97
Cl 0.02 9.07 -8.32
Cl 1.48 7.26 -10.01
Cl 2.80 9.56 -8.91
C -2.65 4.20 -9.84
Cl -2.30 3.71 -11.50
Cl -3.27 2.81 -8.93
Cl -1.18 4.78 -9.07
Cl -3.86 5.48 -9.85
C 6.60 -9.14 10.56
Cl 8.36 -9.06 10.63
Cl 6.04 -10.55 11.47
Cl 5.92 -7.68 11.27
Cl 6.08 -9.28 8.89
C -0.48 -7.25 5.36
Cl -0.41 -8.55 4.16
Cl 0.29 -5.81 4.69
Cl -2.16 -6.88 5.75
Cl 0.36 -7.76 6.82
```

HOMO level: -10.518 eV
gap between HOMO and LUMO: 9.87 eV
net charge: 0
total energy: -783568.1518 eV
ΔE to the lowest compared entry with this formula, charge and spin: 0.00 kJ/mol
spin multiplicity: 1

How is the electron density shared among the atoms? According to Mulliken, the charges in e are:
1. C -0.4133
2. C -0.4481
3. C -0.4890
4. C 0.7368
5. C 0.1984
6. C 1.2954
7. C -0.9188
8. C -0.8611
9. C 0.2747
10. O -0.3980
11. O -0.1113
12. C -0.1339
13. O -0.2565
14. H 0.5842
15. H 0.6430
16. H 0.1786
17. H -0.8449
18. H -0.0001
19. H 0.5017
20. H 0.2451
21. H 0.1566
22. H 0.1353
23. H 0.4365
24. C 0.1152
25. Cl -0.0878
26. Cl -0.0838
27. Cl -0.0513
28. Cl -0.0427
29. C 0.1326
30. Cl -0.0277
31. Cl -0.1258
32. Cl 0.0521
33. Cl 0.0032
34. C 0.0736
35. Cl 0.0638
36. Cl -0.0645
37. Cl -0.1202
38. Cl 0.0097
39. C 0.0981
40. Cl -0.0645
41. Cl 0.1260
42. Cl -0.1136
43. Cl -0.0712
44. C 0.1632
45. Cl -0.1190
46. Cl 0.0046
47. Cl -0.0578
48. Cl -0.0358
49. C 0.2379
50. Cl -0.1055
51. Cl -0.1096
52. Cl 0.0175
53. Cl -0.0759
54. C 0.2627
55. Cl -0.1167
56. Cl -0.1056
57. Cl 0.0258
58. Cl -0.1249
59. C 0.2031
60. Cl -0.0156
61. Cl -0.0541
62. Cl -0.0459
63. Cl -0.1037
64. C 0.0317
65. Cl -0.0478
66. Cl -0.0844
67. Cl -0.0572
68. Cl 0.1755
69. C 0.1464
70. Cl 0.0700
71. Cl -0.1024
72. Cl -0.1031
73. Cl -0.0389
74. C 0.2822
75. Cl -0.1122
76. Cl -0.1072
77. Cl -0.0976
78. Cl -0.1049
79. C 0.3511
80. Cl -0.0976
81. Cl -0.0765
82. Cl -0.0911
83. Cl -0.0954
84. C 0.2381
85. Cl -0.1127
86. Cl -0.0849
87. Cl 0.0688
88. Cl -0.1009
89. C 0.3330
90. Cl -0.0995
91. Cl -0.0965
92. Cl -0.0990
93. Cl -0.0462
94. C 0.2602
95. Cl -0.1056
96. Cl -0.0049
97. Cl -0.1070
98. Cl -0.0608

Below is a structure of composition C25H12AlF4N7OSSe, with properties calculated with ωB97M-V with the def2-TZVPD basis set.

```
52
Properties=species:S:1:pos:R:3
Al 2.06 0.86 0.70
O 3.78 1.24 0.95
N 4.27 2.49 0.93
C 5.60 2.67 1.02
C 6.12 3.93 0.98
C 5.25 5.02 0.84
C 3.89 4.81 0.76
C 3.39 3.51 0.80
S 1.71 3.11 0.68
H 6.18 1.77 1.12
H 7.19 4.07 1.05
H 5.65 6.02 0.81
H 3.19 5.63 0.66
F -5.04 -0.11 -0.26
C -4.54 1.04 -0.65
C -5.35 1.95 -1.26
F -6.60 1.64 -1.46
C -4.87 3.24 -1.70
C -3.48 3.51 -1.43
C -2.69 2.60 -0.82
F -1.41 2.89 -0.58
C -3.16 1.31 -0.42
C -2.30 0.36 0.14
C -0.94 0.57 0.40
N 0.18 0.49 0.67
C -2.68 -0.97 0.49
N -2.86 -2.08 0.75
F -2.96 4.65 -1.79
C -5.70 4.15 -2.31
C -5.26 5.44 -2.73
N -4.97 6.49 -3.08
C -7.08 3.92 -2.57
N -8.20 3.83 -2.81
C 1.36 -3.30 2.72
N 1.42 -3.61 1.30
C 1.87 -2.81 0.33
Se 3.00 -1.31 0.54
N 1.74 -3.45 -0.84
C 1.20 -4.71 -0.63
C 0.94 -5.76 -1.50
C 0.48 -6.93 -0.93
C 0.29 -7.05 0.46
C 0.54 -6.00 1.32
C 1.00 -4.82 0.74
H 1.57 -2.25 2.87
H 2.09 -3.89 3.27
H 0.36 -3.52 3.10
H 2.02 -3.07 -1.73
H 1.11 -5.68 -2.57
H 0.28 -7.78 -1.56
H -0.04 -7.99 0.86
H 0.41 -6.11 2.38
```

HOMO level (alpha / beta): -14.202 / -14.202 eV
gap between HOMO and LUMO (alpha / beta): 5.71 / 5.71 eV
net charge: +2
total energy: -132230.7652 eV
ΔE to the lowest compared entry with this formula, charge and spin: 33.91 kJ/mol
spin multiplicity: 1

How is the electron density shared among the atoms? According to natural (NBO), the charges in e are:
1. Al 1.5413
2. O -0.7083
3. N 0.0173
4. C 0.0512
5. C -0.2224
6. C -0.1061
7. C -0.2178
8. C 0.0534
9. S -0.1723
10. H 0.2585
11. H 0.2638
12. H 0.2565
13. H 0.2593
14. F -0.2554
15. C 0.2858
16. C 0.4750
17. F -0.2457
18. C -0.1554
19. C 0.4749
20. C 0.2760
21. F -0.2822
22. C 0.0520
23. C -0.3555
24. C 0.5996
25. N -0.6197
26. C 0.2585
27. N -0.2207
28. F -0.2504
29. C -0.0308
30. C 0.1991
31. N -0.1088
32. C 0.1947
33. N -0.0971
34. C -0.4171
35. N -0.3246
36. C 0.2844
37. Se -0.1380
38. N -0.4910
39. C 0.1032
40. C -0.2138
41. C -0.1674
42. C -0.1754
43. C -0.2196
44. C 0.1597
45. H 0.2315
46. H 0.2387
47. H 0.2382
48. H 0.4499
49. H 0.2427
50. H 0.2445
51. H 0.2446
52. H 0.2414